[1]
Computed, not measured: an isolated molecule of C3H6O3, with ωB97M-V with the def2-TZVPD basis set.

Structure (XYZ):
```
12
Properties=species:S:1:pos:R:3:nbo_charge:R:1
H 0.95 1.17 1.34 0.243
H 2.15 1.80 0.13 0.244
O 0.14 -0.87 -0.65 -0.732
C -1.47 -1.19 -0.06 0.289
H -1.90 0.81 0.17 0.507
H 0.23 1.59 -0.28 0.221
O 2.33 -0.76 -0.74 -0.530
H -1.89 -1.40 -1.05 0.184
O -1.89 -0.07 0.58 -0.708
C 1.20 1.18 0.26 -0.731
C 1.39 -0.22 -0.33 0.809
H -1.23 -2.04 0.63 0.204
```

Summary:
Energy relative to the best compared isomer or geometry (same formula, charge and spin) ... 263.98 kJ/mol
HOMO-LUMO gap ... 10.34 eV
E ... -343.5540 Ha

[2]
Computed, not measured: a cluster of 7 separate species, C32H63N6O2 in total, with ωB97M-V with the def2-TZVPD basis set.

Structure (XYZ):
```
103
Properties=species:S:1:pos:R:3:mulliken_spin:R:1
C -22.56 -6.37 -12.13 0.058
H -17.13 -0.86 -12.93 -0.002
H -14.64 -10.81 -20.24 0.011
C -17.48 -4.43 -13.29 0.005
H -16.11 -10.48 -18.10 0.054
C -17.77 -14.91 -19.30 0.156
H -16.81 -5.24 -13.60 0.007
H -16.83 -15.23 -18.87 -0.016
H -17.94 -13.10 -17.94 -0.154
C -18.95 -9.05 -12.73 -0.318
C -14.82 -11.80 -20.64 0.097
H -19.84 -7.92 -17.25 -0.012
C -18.01 -13.42 -18.98 0.280
H -19.04 -13.21 -19.26 0.106
H -23.38 -5.91 -14.04 0.011
C -17.19 -10.44 -18.24 -0.161
H -13.82 -12.24 -20.71 -0.091
C -23.75 -6.48 -13.19 -0.007
H -21.68 -7.01 -12.25 0.039
H -17.17 -6.33 -15.97 0.030
H -22.84 -6.86 -11.20 0.014
H -20.15 -5.78 -11.51 -0.075
C -23.18 -11.17 -14.21 0.018
C -16.84 -8.54 -12.10 1.312
H -22.58 -9.42 -17.00 -0.036
H -18.38 -2.83 -16.78 -0.003
H -16.86 -0.98 -15.37 0.000
C -20.24 -3.88 -10.57 0.022
H -17.56 -9.42 -18.10 0.103
H -20.11 -1.08 -12.71 0.002
C -15.28 -7.19 -15.49 0.061
C -18.03 -1.47 -12.86 -0.016
N -22.16 -9.33 -14.86 0.090
C -19.26 -7.81 -16.34 0.083
H -18.49 -4.79 -13.48 0.006
H -19.43 -8.64 -15.66 0.002
C -20.89 -5.16 -10.99 0.180
H -16.20 -5.21 -17.82 -0.007
H -17.88 -14.96 -20.38 -0.003
H -22.78 -4.63 -9.08 0.027
N -17.16 -9.81 -11.64 -1.200
H -17.26 -4.07 -12.29 -0.067
C -19.65 -6.54 -15.69 0.045
H -24.66 -6.02 -12.82 -0.008
H -17.97 -1.30 -17.43 0.000
H -21.78 -8.40 -14.82 -0.002
H -19.23 0.32 -13.11 -0.003
N -16.18 -6.40 -16.14 -0.072
H -13.74 -6.26 -18.30 -0.014
H -19.32 -4.15 -10.06 -0.068
C -19.19 -0.55 -12.46 0.002
H -18.63 -11.04 -19.60 0.036
H -18.97 -11.05 -11.74 0.048
H -15.52 -7.66 -14.54 0.021
C -15.63 -12.73 -19.67 0.188
C -17.90 -8.07 -12.86 -0.406
H -17.02 -3.62 -15.24 0.002
H -20.04 -3.21 -11.40 0.053
H -18.21 -7.78 -16.64 -0.024
C -17.91 -1.24 -15.26 -0.002
H -22.90 -3.21 -11.14 -0.004
H -15.23 -11.58 -21.63 0.019
C -23.61 -4.72 -9.79 0.001
H -22.31 -9.78 -12.76 0.078
H -18.01 -7.13 -13.39 0.238
H -23.99 -5.74 -9.85 0.014
H -19.17 -0.09 -11.47 0.001
C -22.68 -9.85 -16.01 0.077
C -23.18 -4.26 -11.20 -0.024
H -18.63 -15.38 -18.82 -0.094
C -23.22 -11.06 -15.57 -0.066
O -20.58 -6.59 -14.86 0.005
C -14.10 -7.24 -16.28 0.028
C -15.58 -5.85 -17.20 0.009
H -23.94 -7.53 -13.42 -0.019
H -21.10 -5.84 -10.16 0.024
H -19.53 -1.46 -16.71 0.001
N -17.11 -12.52 -19.69 -0.303
H -24.42 -4.12 -9.36 -0.038
H -18.36 -0.27 -15.04 0.000
H -20.80 -3.29 -9.84 -0.004
H -19.94 -8.94 -13.14 0.162
H -24.08 -4.32 -11.81 0.012
H -15.29 -13.73 -19.96 0.073
H -15.87 -8.10 -11.90 0.026
H -17.85 -2.16 -12.04 0.020
H -17.55 -10.98 -17.37 0.007
O -19.08 -5.46 -16.00 -0.033
C -22.46 -10.11 -13.78 -0.039
H -17.24 -10.47 -20.44 0.001
H -23.64 -11.85 -16.18 -0.035
H -23.63 -11.98 -13.65 -0.052
N -22.08 -4.99 -11.86 -0.052
C -17.54 -11.13 -19.62 -0.019
H -16.11 -2.81 -13.94 0.020
H -15.24 -12.60 -18.66 -0.084
C -14.31 -6.36 -17.38 0.038
C -18.49 -1.76 -16.59 0.003
N -18.17 -2.22 -14.16 -0.002
C -17.06 -3.26 -14.21 0.024
H -16.63 -10.41 -11.03 -0.871
H -13.28 -7.92 -16.08 -0.058
C -18.49 -10.10 -11.96 1.514
```

Summary:
Spin multiplicity ... 2
HOMO-LUMO gap (spin up / spin down) ... 1.48 / 7.52 eV
E ... -1735.9491 Ha
Total charge ... -2